No. 1
ORCA calculation (ωB97M-V/def2-TZVPD) on a structure of composition C33H33HgO2P3 in a non-equilibrium geometry.

ORCA input file:
```
! RIJCOSX wB97M-V def2-TZVPD def2/J DEFGRID3
* xyz 1 2
Hg -0.67354 -0.59979 1.68138
O -1.29939 0.23052 -1.23706
P -2.02883 1.44084 -0.83131
C -0.99831 2.94226 -0.54191
P 0.72531 2.68329 0.07768
O 1.13529 1.28830 0.33073
C 0.79538 3.69726 1.58181
C 1.27797 3.09576 2.73538
C 1.38380 3.82957 3.90322
C 1.01672 5.16448 3.91784
C 0.53689 5.76747 2.76659
C 0.42096 5.03578 1.59983
C 1.76041 3.47829 -1.18999
C 1.49536 4.72612 -1.74446
C 2.36470 5.26277 -2.67693
C 3.49408 4.55893 -3.06199
C 3.75881 3.31663 -2.51262
C 2.89412 2.77948 -1.57825
C -3.15057 1.23283 0.59248
C -3.23082 2.06646 1.70518
C -4.31251 1.96205 2.56553
C -5.31212 1.03519 2.31733
C -5.22455 0.18428 1.22466
C -4.15173 0.28733 0.36181
C -3.19881 2.07283 -2.06601
C -3.28283 1.44269 -3.29670
C -4.16310 1.91630 -4.25573
C -4.95692 3.01775 -3.98566
C -4.87932 3.64028 -2.74890
C -4.00441 3.17078 -1.78790
H -1.53283 3.62876 0.11693
H -0.91498 3.40741 -1.52962
H 1.56057 2.05206 2.69745
H 1.76017 3.36515 4.80080
H 1.10752 5.73728 4.82760
H 0.26092 6.81126 2.78409
H 0.03991 5.50820 0.70666
H 0.61743 5.28370 -1.45395
H 2.17067 6.23554 -3.10405
H 4.17566 4.97858 -3.78532
H 4.64452 2.77378 -2.80374
H 3.07293 1.81197 -1.13740
H -2.45861 2.80109 1.89066
H -4.39025 2.62518 3.41443
H -6.16550 0.97777 2.97413
H -6.01006 -0.53132 1.03317
H -4.08535 -0.34026 -0.51863
H -2.64993 0.58611 -3.47920
H -4.22588 1.42449 -5.21288
H -5.63681 3.39354 -4.73446
H -5.50277 4.49292 -2.53291
H -3.95151 3.64732 -0.81823
C 3.39656 -1.79567 0.95627
P 1.73490 -1.76509 0.19254
C 1.24590 -3.53112 0.24004
C 1.97809 -1.42480 -1.56023
C 3.14249 -0.81561 -2.02220
C 3.35062 -0.68176 -3.38198
C 2.39051 -1.12409 -4.28016
C 1.21748 -1.70388 -3.81730
C 0.99744 -1.83839 -2.46071
H 3.81470 -0.79336 1.00131
H 4.04320 -2.44488 0.36411
H 3.30634 -2.18887 1.96754
H 1.91276 -4.11363 -0.39534
H 0.22115 -3.64970 -0.10428
H 1.31493 -3.88689 1.26639
H 3.89184 -0.46791 -1.32825
H 4.26772 -0.24284 -3.74707
H 2.56056 -1.01383 -5.34098
H 0.47632 -2.05475 -4.51888
H 0.06992 -2.25456 -2.09569
*
```

The calculation puts the largest force on an atom at 1.6 eV/A. For the orbital gap (spin up / spin down), the calculation gives 8.7 / 6.1 eV. The energy above the lowest of the compared OMol25 structures with the same formula, charge and spin comes out at 11.8 kcal per mole.

No. 2
ORCA calculation (ωB97M-V/def2-TZVPD) on a cluster of 11 separate species, C39H78O17S6 in total in a non-equilibrium geometry.

ORCA input file:
```
! RIJCOSX wB97M-V def2-TZVPD def2/J DEFGRID3
* xyz 0 1
C 0.99706 -0.60259 4.57971
C -0.47235 -0.30738 4.58440
O -0.91779 0.79983 4.39760
C -1.39820 -1.49398 4.70143
H 1.24002 -1.65359 4.67858
H 1.54906 -0.07402 5.36565
H 1.48932 -0.17124 3.70325
H -0.99252 -2.36006 4.18252
H -2.34137 -1.19735 4.23653
H -1.68110 -1.71249 5.73316
C 2.10940 4.36408 0.67562
C 1.91432 5.26233 -0.52154
O 2.14227 6.45005 -0.40564
C 1.57211 4.66914 -1.85556
H 1.42353 3.52035 0.63246
H 2.05452 4.96033 1.57646
H 3.11436 3.93399 0.58870
H 2.51127 4.44001 -2.37157
H 1.20501 5.49859 -2.46083
H 0.87444 3.84621 -1.78862
C -0.21893 1.57117 -0.78913
C -0.26995 0.18686 -0.19843
O -1.04269 -0.63495 -0.65328
C 0.59699 -0.07240 1.01033
H -1.11168 1.77298 -1.38174
H 0.63307 1.64559 -1.46437
H -0.22950 2.36986 -0.04758
H 1.59110 -0.30977 0.61108
H 0.21578 -0.97986 1.48113
H 0.69880 0.76355 1.69553
C 4.36653 1.95699 -3.19932
C 3.28113 1.18179 -2.47184
O 3.23242 1.19989 -1.25857
C 2.25086 0.38991 -3.24670
H 3.86236 2.86315 -3.54772
H 4.73603 1.41381 -4.06670
H 5.12891 2.18851 -2.46386
H 1.23665 0.63077 -2.94720
H 2.41910 -0.67694 -3.07822
H 2.41879 0.49640 -4.32073
C -3.53263 -2.03810 -2.47428
C -4.33216 -0.77420 -2.30794
O -5.30092 -0.54309 -2.99052
C -3.91699 0.18007 -1.20770
H -4.15149 -2.90514 -2.23832
H -2.63748 -2.03687 -1.85642
H -3.24815 -2.13866 -3.52513
H -4.83465 0.59297 -0.78436
H -3.28468 1.01160 -1.50869
H -3.41712 -0.33756 -0.39455
C 2.48827 -6.39079 2.13784
C 0.99845 -6.11502 2.43444
C 0.94583 -5.33814 3.75214
S 2.14742 -4.04952 3.44493
O 2.79467 -3.60010 4.65823
O 1.51499 -3.07391 2.58064
C 3.26711 -5.09810 2.48416
H 2.53468 -6.70124 1.09212
H 2.93236 -7.22906 2.67414
H 0.39300 -7.01887 2.43242
H 0.66445 -5.50920 1.59054
H 1.30208 -6.00900 4.53530
H -0.02450 -4.93344 4.02773
H 4.09290 -5.42822 3.11127
H 3.68613 -4.56652 1.63233
C 5.10664 -1.72887 0.97841
C 5.54798 -0.55124 0.05247
C 5.53608 0.76525 0.84071
S 4.97290 0.35338 2.52969
O 4.04707 1.32766 3.03993
O 6.13280 0.00947 3.33074
C 4.15697 -1.15705 2.01749
H 6.03167 -2.08944 1.43210
H 4.65576 -2.53787 0.40496
H 4.89241 -0.50790 -0.82070
H 6.49320 -0.85256 -0.40311
H 4.75172 1.38206 0.40188
H 6.47773 1.29940 0.90788
H 3.28994 -0.78178 1.46622
H 3.88816 -1.74432 2.88919
C -3.08791 7.53479 2.03967
C -2.67020 8.00815 0.65298
C -1.35270 7.33393 0.29275
S -1.35330 5.74322 1.21459
O -0.22072 5.70613 2.10559
O -1.57709 4.68122 0.23705
C -2.88322 6.03521 2.12647
H -4.10669 7.85296 2.26226
H -2.44730 8.03784 2.77247
H -2.55571 9.09287 0.62381
H -3.44866 7.78013 -0.07950
H -0.48801 7.84397 0.71108
H -1.29660 7.05346 -0.75451
H -2.85813 5.62171 3.13169
H -3.66367 5.49048 1.59105
C -2.20300 -4.33768 0.65315
C -3.00947 -5.43728 1.36261
C -4.40149 -4.83942 1.59487
S -4.13982 -3.03684 1.85106
O -4.37707 -2.66113 3.22365
O -4.83756 -2.32118 0.80491
C -2.36115 -3.06597 1.46071
H -2.67791 -4.20596 -0.32490
H -1.15036 -4.55353 0.48408
H -2.52794 -5.76363 2.28436
H -3.08950 -6.27121 0.66564
H -5.08850 -5.27779 2.31223
H -4.93668 -4.87280 0.64237
H -1.86155 -3.10199 2.43321
H -1.96202 -2.15295 1.01820
C 2.08915 -3.38802 -1.52071
C 1.00187 -3.05369 -2.56922
C -0.10315 -4.06049 -2.38976
S 0.73222 -5.65272 -2.03109
O 0.84472 -6.42967 -3.24375
O 0.25151 -6.27199 -0.81208
C 2.33065 -4.88251 -1.67515
H 1.71862 -3.15703 -0.51946
H 3.01566 -2.86300 -1.74861
H 1.47974 -3.11359 -3.55053
H 0.61208 -2.04235 -2.45349
H -0.82796 -4.18209 -3.18986
H -0.64948 -3.89921 -1.45767
H 2.92867 -5.08521 -2.56490
H 2.80552 -5.34053 -0.80987
C -4.49330 4.30220 -4.89341
C -4.24166 3.03690 -4.04255
C -3.34926 3.49209 -2.87973
S -2.41773 4.93833 -3.44258
O -1.01761 4.56528 -3.52751
O -2.88244 6.08336 -2.68777
C -3.14257 4.96819 -5.11132
H -5.24127 4.92576 -4.40114
H -4.90128 4.07202 -5.88031
H -3.73025 2.29465 -4.65802
H -5.17948 2.62359 -3.68348
H -2.59414 2.77951 -2.57037
H -4.02917 3.78467 -2.08260
H -2.55446 4.37252 -5.80903
H -3.07298 6.00070 -5.45082
*
```

The calculation puts the largest force on an atom at 1.3 eV/A. The SMILES is O=S1(=O)CCCC1.O=S1(=O)CCCC1.O=S1(=O)CCCC1.O=S1(=O)CCCC1.O=S1(=O)CCCC1.O=S1(=O)CCCC1.CC(C)=O.CC(C)=O.CC(C)=O.CC(C)=O.CC(C)=O. For the orbital gap, the calculation gives 8.9 eV. The energy above the lowest of the compared OMol25 structures with the same formula, charge and spin comes out at 0.0 kcal per mole.

no.,total energy (eV)
1,-70889.379
2,-141524.559